one | {"formula": "C2H6N2O", "method": "the ωB97M-V functional and the def2-TZVPD basis", "elements": ["O", "C", "H", "H", "N", "C", "N", "H", "H", "H", "H"], "positions_angstrom": [[-2.1473, 0.1266, -1.1453], [-1.6302, -0.9701, -1.3205], [-0.6607, -1.1135, -0.8918], [-2.1640, -1.9227, -1.6456], [0.0241, 0.2096, 1.0525], [1.3398, 0.4455, 0.6964], [1.6883, 1.0559, -0.3989], [-0.2002, -0.2907, 1.8901], [-0.8075, 0.5141, 0.5897], [2.1194, 0.2033, 1.3648], [2.4384, 1.7418, -0.1913]], "nbo_charge": [-0.5151, 0.2734, 0.1278, 0.1158, -0.8211, 0.2974, -0.7809, 0.3824, 0.4192, 0.1477, 0.3534], "e_homo_ev": -8.7, "smiles": "[H]/N=C/N.C=O", "charge": 0, "e_lumo_ev": 0.60}

---

two | {"formula": "C2H6N2O", "method": "the ωB97M-V functional and the def2-TZVPD basis", "elements": ["N", "C", "C", "N", "O", "H", "H", "H", "H", "H", "H"], "positions_angstrom": [[1.0474, -1.1385, 0.6486], [0.7038, -0.1551, -0.3710], [-0.3779, 0.7800, 0.0899], [-1.5868, 0.5796, -0.4794], [-0.2497, 1.4076, 1.1307], [0.6070, -0.8911, 1.5215], [2.0461, -1.1807, 0.7304], [0.3876, -0.7224, -1.2528], [1.5395, 0.4880, -0.6705], [-1.6554, -0.1193, -1.1947], [-2.4616, 0.9518, -0.1527]], "nbo_charge": [-0.8278, -0.3090, 0.6494, -0.8075, -0.6176, 0.3765, 0.3649, 0.1730, 0.2043, 0.3881, 0.4056], "e_homo_ev": -9.5, "smiles": "NCC(N)=O", "charge": 0, "e_lumo_ev": 0.95}

---

Short version: one is the least stable of them.

---

one | {"formula": "C2H6N2O", "method": "the ωB97M-V functional and the def2-TZVPD basis", "elements": ["C", "C", "H", "H", "H", "H", "H", "H", "N", "N", "O"], "positions_angstrom": [[0.6461, 1.3572, -0.0113], [0.6447, -0.1163, 0.0196], [0.2482, 1.7710, 0.9611], [1.7057, 1.6325, -0.0969], [0.0043, 1.8372, -0.7783], [-0.7354, -1.6777, 0.0464], [-2.2894, -0.2833, -0.9280], [-2.3962, 0.0635, 0.7535], [-0.6424, -0.6479, 0.1207], [-1.8120, 0.1087, -0.0639], [1.6124, -0.8768, -0.0507]], "nbo_charge": [-0.7320, 0.6674, 0.2389, 0.2390, 0.2516, 0.3758, 0.3555, 0.3575, -0.4882, -0.6579, -0.6076], "e_homo_ev": -9.6, "smiles": "CC(=O)NN", "charge": 0, "e_lumo_ev": 0.84}

---

two | {"formula": "C2H6N2O", "method": "the ωB97M-V functional and the def2-TZVPD basis", "elements": ["C", "C", "N", "N", "O", "H", "H", "H", "H", "H", "H"], "positions_angstrom": [[-0.0351, -1.2609, -0.7591], [0.9008, -0.2166, 0.3553], [-1.0077, 1.2494, 0.4544], [0.4175, 1.0626, 0.6642], [0.1858, -1.3327, 0.6681], [-0.9701, -0.6885, -1.0461], [0.3563, -2.1207, -1.1650], [1.9558, -0.2401, 0.4841], [-1.5845, 0.4024, 0.8200], [-1.1314, 1.3071, -0.5419], [0.9127, 1.8381, 0.0662]], "nbo_charge": [-0.2360, 0.2807, -0.6644, -0.4689, -0.5327, 0.1756, 0.1892, 0.1814, 0.3707, 0.3298, 0.3746], "e_homo_ev": -8.2, "smiles": "NN[C@@H]1CO1", "charge": 0, "e_lumo_ev": 1.00}

---

Short version: two is the least stable of them.

---

one | {"formula": "C6H10O", "method": "the ωB97M-V functional and the def2-TZVPD basis", "elements": ["C", "C", "O", "C", "C", "C", "C", "H", "H", "H", "H", "H", "H", "H", "H", "H", "H"], "positions_angstrom": [[-2.3615, -0.9431, -0.0428], [-0.9419, -0.5704, -0.0068], [0.0438, -1.4492, -0.0842], [0.9773, -0.4971, 0.4686], [1.9387, -0.0143, -0.6027], [0.8363, 0.9592, -0.9585], [-0.1755, 0.5992, 0.1888], [-2.5888, -1.4438, -0.9894], [-2.6281, -1.6300, 0.7625], [-3.0075, -0.0670, 0.0320], [0.5124, 0.9971, 2.7031], [1.4116, 0.0590, 2.1104], [2.2034, -0.7506, -1.3568], [2.8480, 0.4569, -0.2193], [1.1142, 1.9950, -0.7946], [0.3840, 0.8444, -1.9352], [-0.5665, 1.4546, 0.7247]], "nbo_charge": [-0.6915, 0.4641, -0.4053, 0.1626, -0.4983, -0.3482, -0.3755, 0.2463, 0.2495, 0.2414, -0.2734, 0.0796, 0.2216, 0.2219, 0.2309, 0.2146, 0.2596], "e_homo_ev": [-7.1, -7.1], "charge": 0, "e_lumo_ev": [0.01, 0.00]}

---

two | {"formula": "C6H10O", "method": "the ωB97M-V functional and the def2-TZVPD basis", "elements": ["C", "C", "O", "C", "C", "C", "C", "H", "H", "H", "H", "H", "H", "H", "H", "H", "H"], "positions_angstrom": [[2.2710, 0.7520, -0.2592], [1.0900, -0.1112, 0.1069], [0.3167, 0.2824, 1.2419], [-0.5688, -0.7778, 0.8101], [-1.9841, -0.1727, 0.6655], [-1.4760, 0.4284, -0.6855], [-0.1889, -0.4586, -0.6455], [2.0508, 1.7968, -0.5145], [2.9605, 0.7504, 0.5902], [2.7722, 0.2890, -1.1134], [1.3956, -1.1998, 0.3914], [-0.0161, -1.7168, 1.1039], [-2.2858, 0.5695, 1.4176], [-2.8012, -0.8916, 0.5439], [-2.1095, 0.1593, -1.5355], [-1.3297, 1.5104, -0.6878], [-0.0967, -1.2097, -1.4300]], "nbo_charge": [-0.6358, 0.1222, -0.5370, 0.0872, -0.4135, -0.3992, -0.2666, 0.2176, 0.2219, 0.2171, 0.1377, 0.1874, 0.2220, 0.2105, 0.2112, 0.2167, 0.2007], "e_homo_ev": -9.6, "charge": 0, "e_lumo_ev": 1.13}

---

three | {"formula": "C6H10O", "method": "the ωB97M-V functional and the def2-TZVPD basis", "elements": ["C", "C", "C", "C", "O", "C", "C", "H", "H", "H", "H", "H", "H", "H", "H", "H", "H"], "positions_angstrom": [[1.5958, -1.6703, -1.3649], [1.0207, -0.3574, -0.9162], [1.4392, 0.8168, -1.3880], [-1.6564, 0.5912, 1.7694], [-2.8344, 1.3317, 1.4402], [-0.7382, 0.5999, 0.5974], [-0.1362, -0.4517, 0.0480], [2.6456, -1.5931, -1.6476], [1.0739, -1.9444, -2.2848], [1.4806, -2.4475, -0.6317], [2.3819, 0.8370, -1.9272], [1.1153, 1.7532, -0.9593], [-1.1524, 1.0840, 2.6098], [-2.0108, -0.3770, 2.1263], [-3.0992, 1.8818, 2.1842], [-1.0122, 1.4243, -0.0614], [-0.1131, -1.4787, 0.4058]], "nbo_charge": [-0.6435, -0.0095, -0.3991, -0.0984, -0.7293, -0.1946, -0.2049, 0.2194, 0.2259, 0.2105, 0.1914, 0.1991, 0.1725, 0.1786, 0.4712, 0.2195, 0.1913], "e_homo_ev": -8.5, "smiles": "C=C(C)/C=C/CO", "charge": 0, "e_lumo_ev": 0.72}

---

Short version: one is the least stable of them.

---

one | {"formula": "C3H6N3S", "method": "the ωB97M-V functional and the def2-TZVPD basis", "elements": ["C", "C", "C", "N", "N", "N", "S", "H", "H", "H", "H", "H", "H"], "positions_angstrom": [[1.8759, -0.1390, 0.2170], [-0.7912, -0.0495, -0.3834], [-0.1593, 1.2508, -0.1139], [1.1198, 1.1150, 0.2204], [1.1682, -1.2244, 0.0913], [-0.1895, -1.2121, 0.2411], [3.4707, 0.0061, -0.1483], [-1.8049, -0.0940, -0.0001], [-0.8443, -0.0481, -1.5931], [-0.5235, 2.2089, -0.3996], [1.8194, 1.8352, 0.4685], [1.8199, -2.4686, 0.4551], [-0.4955, -1.1631, 1.2480]], "nbo_charge": [0.1490, -0.3361, 0.2869, -0.4801, -0.4050, -0.4098, 0.0366, 0.2801, 0.2790, 0.2608, 0.4813, 0.4929, 0.3644], "e_homo_ev": [-13.3, -13.3], "charge": 1, "e_lumo_ev": [-5.93, -5.93]}

---

two | {"formula": "C3H6N3S", "method": "the ωB97M-V functional and the def2-TZVPD basis", "elements": ["C", "C", "C", "N", "N", "N", "S", "H", "H", "H", "H", "H", "H"], "positions_angstrom": [[0.1519, 1.1555, -0.5080], [-0.6595, -0.7477, 0.2127], [1.7404, -0.6684, 0.2245], [-1.2349, 1.2545, -0.4323], [0.4690, -0.0604, -0.0269], [-1.7313, 0.0623, 0.0595], [-3.2536, -0.4226, 0.0611], [0.8355, 1.9818, -0.5462], [-0.7709, -1.9536, 0.4362], [2.2878, -0.3794, 1.1326], [1.5200, -1.8060, 0.5124], [2.3866, -0.5049, -0.5594], [-1.7409, 2.0890, -0.5663]], "nbo_charge": [0.2376, 0.1758, -0.4246, -0.3007, -0.2856, -0.2561, 0.0593, 0.2672, 0.3104, 0.2589, 0.2506, 0.2425, 0.4648], "e_homo_ev": [-12.3, -12.3], "smiles": "C[n+]1c[nH][n+]([S-])c1", "charge": 1, "e_lumo_ev": [-4.90, -4.90]}

---

Short version: one is the least stable of them.

---

one | {"formula": "C34H37N4OPbS2Te", "method": "the ωB97M-V functional and the def2-TZVPD basis", "elements": ["Pb", "S", "C", "C", "C", "C", "C", "C", "N", "C", "C", "C", "C", "C", "C", "C", "C", "N", "C", "C", "C", "C", "C", "S", "C", "H", "H", "H", "H", "H", "H", "H", "H", "H", "H", "H", "H", "N", "C", "H", "C", "Te", "C", "H", "H", "H", "H", "H", "H", "C", "C", "O", "H", "H", "H", "H", "H", "H", "C", "N", "C", "C", "C", "C", "C", "C", "C", "C", "H", "H", "H", "H", "H", "H", "H", "H", "H", "H", "H", "H"], "positions_angstrom": [[-0.4414, -0.2055, -0.2329], [-3.5777, -0.1128, 4.8277], [-4.1207, -0.1120, 6.4426], [-3.0872, -0.1422, 7.3304], [-1.8282, -0.1704, 6.6902], [-1.9254, -0.1614, 5.3209], [-0.8377, -0.1828, 4.3564], [-1.1083, -0.1816, 2.9730], [-0.1558, -0.2052, 2.0527], [1.1461, -0.2036, 2.4150], [1.5200, -0.2103, 3.7611], [2.9215, -0.2122, 4.0955], [3.8635, -0.1907, 3.1321], [3.5024, -0.1602, 1.7376], [4.4494, -0.0963, 0.7109], [4.0654, -0.0485, -0.6257], [2.6877, -0.0839, -0.8808], [1.7748, -0.1412, 0.0846], [2.1453, -0.1716, 1.3867], [5.0221, 0.0446, -1.7190], [6.3805, -0.1369, -1.6582], [7.0147, 0.0485, -2.9084], [6.1341, 0.3718, -3.8963], [4.5318, 0.4521, -3.3196], [0.5022, -0.2050, 4.7228], [-5.1781, -0.0849, 6.6526], [-3.2225, -0.1435, 8.4012], [-0.8959, -0.1974, 7.2358], [-2.1288, -0.1518, 2.6109], [3.2031, -0.2262, 5.1403], [4.9149, -0.1875, 3.3886], [5.4995, -0.0647, 0.9719], [2.3184, -0.0766, -1.8982], [6.9218, -0.4091, -0.7633], [8.0771, -0.0544, -3.0688], [6.3421, 0.5718, -4.9354], [0.7788, -0.2085, 5.7692], [0.5578, 3.5405, -0.1374], [0.2675, 2.4286, -0.1853], [0.8168, 4.5131, -0.1011], [1.5296, -3.4896, 0.7712], [0.1158, -3.0999, -0.7659], [-1.4931, -4.1398, 0.1544], [1.0585, -3.3476, 1.7406], [2.3760, -2.8196, 0.6440], [1.8576, -4.5192, 0.6507], [-1.2387, -5.1966, 0.1139], [-2.3986, -3.9593, -0.4190], [-1.6001, -3.8143, 1.1853], [1.4125, -1.0055, -4.3718], [0.6241, 0.1545, -3.8158], [-0.3275, -0.2816, -2.7911], [2.0878, -0.6593, -5.1548], [0.7466, -1.7461, -4.8179], [2.0153, -1.5033, -3.6084], [0.0669, 0.6635, -4.6024], [1.2484, 0.9112, -3.3390], [-1.0724, -0.6930, -3.2513], [-3.0477, 1.5613, -4.1767], [-3.1274, 2.5600, -3.1349], [-2.9109, 3.9202, -3.6044], [-2.4290, 2.2246, -1.9326], [-3.1532, 1.1418, -1.1579], [-4.5532, 1.1483, -1.1260], [-5.2817, 0.1872, -0.4481], [-4.6459, -0.8437, 0.2299], [-3.2593, -0.9006, 0.2350], [-2.5775, 0.1018, -0.4465], [-3.6081, 1.8979, -5.0458], [-3.4940, 0.6205, -3.8430], [-2.0108, 1.3718, -4.5041], [-3.6097, 4.1346, -4.4104], [-1.8920, 4.0921, -3.9810], [-3.1094, 4.6223, -2.7951], [-2.3781, 3.1219, -1.3101], [-1.3890, 1.8948, -2.1063], [-5.0514, 1.9336, -1.6816], [-6.3624, 0.2341, -0.4561], [-5.2200, -1.6037, 0.7433], [-2.7497, -1.7070, 0.7493]], "lowdin_charge": [1.3112, 1.0700, -0.3577, -0.1335, -0.0825, -0.4927, -0.1591, -0.0462, -0.0105, -0.1717, -0.1026, 0.0316, 0.0271, -0.1062, 0.1085, -0.1593, -0.0637, -0.0618, -0.1815, -0.4869, -0.0819, -0.1311, -0.3502, 1.0769, 0.1034, 0.0876, 0.1244, 0.1211, 0.0883, 0.1387, 0.1380, 0.1428, 0.0706, 0.1232, 0.1255, 0.0889, 0.1396, 0.2019, -0.0136, 0.1315, -0.3560, 1.3770, -0.3693, 0.0276, 0.0027, 0.0326, 0.0313, 0.0209, 0.0207, -0.0762, -0.2591, -0.2562, 0.0904, 0.0951, 0.0601, 0.1160, 0.1025, 0.1033, -0.0621, -0.2761, -0.0613, -0.2022, -0.2067, 0.0158, -0.0100, -0.0353, -0.1499, -0.2596, 0.1024, 0.0918, 0.0728, 0.0969, 0.0926, 0.0919, 0.1310, 0.0722, 0.1394, 0.1317, 0.1279, 0.0754], "e_homo_ev": -15.1, "charge": 3, "e_lumo_ev": -9.52}

---

two | {"formula": "C34H37N4OPbS2Te", "method": "the ωB97M-V functional and the def2-TZVPD basis", "elements": ["Pb", "S", "C", "C", "C", "C", "C", "C", "N", "C", "C", "C", "C", "C", "C", "C", "C", "N", "C", "C", "C", "C", "C", "S", "C", "H", "H", "H", "H", "H", "H", "H", "H", "H", "H", "H", "H", "N", "C", "H", "C", "Te", "C", "H", "H", "H", "H", "H", "H", "C", "C", "O", "H", "H", "H", "H", "H", "H", "C", "N", "C", "C", "C", "C", "C", "C", "C", "C", "H", "H", "H", "H", "H", "H", "H", "H", "H", "H", "H", "H"], "positions_angstrom": [[-1.3329, 0.3629, 0.3181], [-2.9237, -2.7865, -6.3171], [-4.3117, -3.7482, -6.1696], [-4.8443, -3.7083, -4.9120], [-4.1060, -2.8789, -4.0499], [-3.0153, -2.2919, -4.6523], [-2.0409, -1.3861, -4.0747], [-2.0776, -1.0403, -2.7092], [-1.2340, -0.2023, -2.1396], [-0.2877, 0.4093, -2.8811], [-0.1347, 0.1029, -4.2482], [0.8935, 0.7554, -5.0048], [1.6938, 1.6801, -4.4349], [1.5460, 2.0307, -3.0526], [2.3777, 2.9649, -2.4258], [2.2018, 3.2708, -1.0828], [1.1173, 2.6502, -0.4342], [0.3511, 1.7284, -0.9857], [0.5529, 1.3978, -2.2802], [3.1074, 4.1225, -0.3305], [2.9872, 4.5692, 0.9681], [4.1047, 5.3033, 1.4085], [5.0701, 5.4062, 0.4464], [4.6322, 4.6270, -0.9957], [-1.0206, -0.8105, -4.8244], [-4.6794, -4.3035, -7.0179], [-5.7307, -4.2537, -4.6261], [-4.3831, -2.7067, -3.0192], [-2.8294, -1.4694, -2.0538], [1.0082, 0.4937, -6.0486], [2.4644, 2.1790, -5.0081], [3.1606, 3.4461, -2.9993], [0.8971, 2.9094, 0.5913], [2.1077, 4.4135, 1.5779], [4.1967, 5.7434, 2.3900], [6.0146, 5.9223, 0.5178], [-0.9173, -1.0521, -5.8749], [-0.0739, -2.9592, 0.0279], [-0.5712, -1.9321, 0.2109], [0.2129, -3.9102, -0.1433], [-5.4127, -1.5489, -0.1453], [-3.6144, -2.1176, 0.8768], [-3.5213, -3.9777, -0.1971], [-5.3522, -1.7850, -1.2037], [-5.5874, -0.4858, -0.0044], [-6.2228, -2.1132, 0.3121], [-4.4536, -4.4981, 0.0143], [-2.6967, -4.5681, 0.1947], [-3.4123, -3.8424, -1.2713], [-0.3761, -1.7730, 4.3757], [-1.7983, -1.9828, 3.8907], [-2.3092, -0.8336, 3.1839], [-0.0057, -2.6799, 4.8545], [-0.3350, -0.9615, 5.1041], [0.2734, -1.5143, 3.5372], [-2.4599, -2.2189, 4.7255], [-1.8438, -2.8108, 3.1795], [-2.4013, -0.1268, 3.8339], [2.9785, -1.8606, 2.0598], [3.3478, -0.4731, 2.0809], [4.4741, -0.1073, 2.8980], [2.5299, 0.5210, 1.4507], [1.5079, 1.1993, 2.3915], [2.0115, 1.9651, 3.4510], [1.1521, 2.6872, 4.2611], [-0.2124, 2.6660, 4.0262], [-0.7228, 1.9116, 2.9734], [0.1470, 1.1770, 2.1836], [3.8256, -2.4620, 1.7169], [2.1387, -2.0127, 1.3886], [2.7174, -2.2109, 3.0638], [5.3188, -0.7646, 2.6748], [4.2404, -0.2308, 3.9619], [4.7731, 0.9191, 2.7049], [1.9884, 0.0698, 0.6198], [3.1774, 1.3122, 1.0576], [3.0782, 2.0220, 3.6190], [1.5552, 3.2815, 5.0705], [-0.8904, 3.2456, 4.6392], [-1.7903, 1.9340, 2.7855]], "lowdin_charge": [1.2924, 1.1101, -0.3696, -0.1528, -0.1238, -0.4735, -0.1717, -0.0705, -0.0204, -0.1571, -0.1101, 0.0181, 0.0169, -0.1113, 0.0658, -0.1838, -0.0788, 0.0084, -0.1562, -0.4833, -0.1235, -0.1594, -0.3766, 1.0998, 0.0646, 0.0879, 0.1170, 0.0741, 0.0734, 0.1350, 0.1345, 0.1218, 0.1053, 0.1072, 0.1153, 0.0860, 0.1161, 0.2099, -0.2438, 0.1377, -0.3485, 1.4214, -0.3575, 0.0011, 0.0207, 0.0281, 0.0308, 0.0041, -0.0004, -0.0653, -0.3063, -0.2817, 0.0915, 0.0895, 0.0417, 0.1305, 0.0726, 0.0881, 0.0183, -0.0731, 0.0197, -0.0854, -0.2377, -0.0260, -0.0330, -0.0313, -0.1536, -0.2196, 0.1313, 0.0722, 0.1275, 0.1305, 0.1385, 0.1112, 0.1154, 0.1460, 0.1112, 0.1285, 0.1286, 0.0890], "e_homo_ev": [-14.6, -14.6], "charge": 3, "e_lumo_ev": [-10.78, -10.83]}

---

Short version: two is the least stable of them.